Entry 1:
{
  "formula": "C16H37AlN4O8P",
  "method": "the ωB97M-V functional and the def2-TZVPD basis",
  "elements": ["C", "C", "O", "O", "C", "O", "C", "Al", "P", "O", "H", "H", "H", "H", "H", "H", "H", "H", "H", "C", "O", "N", "C", "C", "H", "H", "H", "H", "H", "H", "H", "C", "O", "N", "C", "C", "H", "H", "H", "H", "H", "H", "H", "C", "O", "N", "C", "C", "H", "H", "H", "H", "H", "H", "H", "C", "O", "N", "C", "C", "H", "H", "H", "H", "H", "H", "H"],
  "coordinates": [[0.30331, 1.51263, -0.50737], [-0.25385, 1.14357, -1.87136], [0.05887, 1.75978, -2.81984], [-1.09274, 0.05521, -2.07396], [-2.11540, -0.06323, -1.10986], [-1.92200, -0.29946, 0.03312], [-3.53006, 0.08218, -1.61356], [-4.53012, 1.57395, -0.58046], [-3.52860, 3.60818, -1.32942], [-3.97228, 4.81442, -0.51635], [0.23737, 0.61377, 0.12395], [1.37175, 1.78552, -0.59489], [-0.23787, 2.33052, -0.01582], [-4.02729, -0.86237, -1.33088], [-3.57144, 0.21285, -2.70549], [-4.22926, 1.45491, 0.98351], [-6.09971, 1.54732, -0.91273], [-3.80990, 3.75732, -2.73130], [-2.11224, 3.43074, -1.15576], [2.34634, 4.17244, 0.45900], [2.54523, 3.31931, -0.38526], [1.97080, 5.44188, 0.19849], [1.74469, 6.40831, 1.25217], [1.78667, 5.84678, -1.18467], [2.45658, 3.96258, 1.53480], [0.71301, 6.76373, 1.20518], [2.42392, 7.25532, 1.12236], [1.92026, 5.95838, 2.22784], [1.02106, 5.22302, -1.64835], [2.72146, 5.70976, -1.73160], [1.48473, 6.89101, -1.23243], [1.11334, 0.80937, 3.26035], [1.46067, 1.84782, 2.73049], [1.89202, -0.28155, 3.40633], [1.41251, -1.49208, 4.04455], [3.25304, -0.23959, 2.90403], [0.09862, 0.67579, 3.67071], [2.03310, -1.71442, 4.91649], [1.47083, -2.32380, 3.33937], [0.37932, -1.37234, 4.36559], [3.79921, 0.56655, 3.39812], [3.23922, -0.04059, 1.83133], [3.75110, -1.18814, 3.09280], [-1.63577, -5.22827, 2.01785], [-0.58146, -5.23638, 2.62822], [-1.99478, -4.31732, 1.09523], [-3.27102, -4.37711, 0.41291], [-1.07629, -3.23400, 0.76846], [-2.40873, -6.00045, 2.18362], [-3.10475, -4.46756, -0.66336], [-3.83377, -3.46290, 0.61331], [-3.85040, -5.23383, 0.75584], [-0.13963, -3.65257, 0.39999], [-0.86917, -2.65735, 1.66991], [-1.50688, -2.58436, 0.01420], [2.50345, -2.96193, -1.62596], [2.09552, -2.96750, -0.48091], [1.78358, -3.30909, -2.71603], [2.34602, -3.27388, -4.04988], [0.40328, -3.72996, -2.54520], [3.53570, -2.65937, -1.87256], [1.76852, -2.58508, -4.67025], [2.30624, -4.27399, -4.48901], [3.38203, -2.94040, -4.02044], [-0.16187, -2.92370, -2.07547], [0.37333, -4.60448, -1.89176], [-0.03943, -3.97591, -3.50793]],
  "e_above_lowest_ev": 0.7371,
  "total_charge": -1
}

***

Entry 2:
{
  "formula": "C16H37ClFN3O2",
  "method": "the ωB97M-V functional and the def2-TZVPD basis",
  "elements": ["N", "C", "C", "C", "F", "O", "C", "O", "Cl", "H", "H", "H", "H", "H", "H", "H", "C", "C", "N", "C", "C", "C", "C", "H", "H", "H", "H", "H", "H", "H", "H", "H", "H", "H", "H", "H", "H", "H", "C", "C", "N", "C", "C", "C", "C", "H", "H", "H", "H", "H", "H", "H", "H", "H", "H", "H", "H", "H", "H", "H"],
  "coordinates": [[5.65222, -1.71036, -3.98671], [5.59744, -0.25619, -3.68537], [4.18702, 0.28265, -3.68007], [3.22696, -0.55942, -2.89223], [3.49305, -0.38518, -1.59693], [1.90777, -0.02117, -3.05768], [1.25249, -0.58585, -4.04772], [1.08707, -1.69156, -4.22839], [0.55789, 0.61279, -5.14334], [6.26726, -1.83309, -4.78022], [6.16596, -2.14878, -3.23102], [6.12417, 0.27054, -4.47271], [6.13038, -0.00462, -2.78292], [3.78269, 0.43816, -4.67531], [4.19746, 1.25390, -3.20172], [3.25738, -1.61271, -3.12292], [0.44068, 0.84004, -0.44776], [-0.34607, 1.98959, 0.16166], [-0.29525, 3.19474, -0.64274], [-0.77146, 4.37687, 0.05379], [-2.24353, 4.41846, 0.48112], [-0.72923, 3.04854, -2.02160], [-2.13993, 2.50615, -2.28077], [1.46436, 1.13787, -0.66849], [0.47796, 0.00429, 0.25456], [-0.01908, 0.47343, -1.36519], [0.08829, 2.21461, 1.14005], [-1.37913, 1.65481, 0.34934], [-0.55649, 5.25561, -0.56073], [-0.15558, 4.49916, 0.95102], [-2.90972, 4.56902, -0.36723], [-2.40117, 5.25781, 1.16233], [-2.54542, 3.51190, 1.00670], [-0.01809, 2.39022, -2.52993], [-0.61786, 4.01187, -2.52581], [-2.35777, 1.61912, -1.68399], [-2.23272, 2.22103, -3.33127], [-2.90941, 3.25127, -2.08379], [-0.52465, -3.21041, 1.37864], [-1.37803, -3.52164, 2.59812], [-1.14874, -2.60135, 3.69540], [-1.70995, -3.05185, 4.95724], [-3.23318, -3.19346, 5.05985], [-1.33013, -1.19338, 3.38475], [-2.68534, -0.74552, 2.82373], [0.53156, -3.14731, 1.64456], [-0.63612, -4.00000, 0.63406], [-0.82001, -2.27174, 0.90664], [-1.12271, -4.52847, 2.93966], [-2.43572, -3.55460, 2.29365], [-1.36211, -2.38637, 5.75217], [-1.26379, -4.02547, 5.18542], [-3.72972, -2.22535, 5.10885], [-3.48775, -3.72834, 5.97762], [-3.65119, -3.75954, 4.22698], [-0.55791, -0.90541, 2.66473], [-1.10182, -0.60777, 4.27873], [-3.03331, -1.39251, 2.01719], [-2.59397, 0.26324, 2.41370], [-3.45599, -0.70829, 3.59226]],
  "smiles": "NCC[C@@H](F)OC(=O)Cl.CCN(CC)CC.CCN(CC)CC"
}

***

| no. | HOMO level (eV) | strongest force on any atom (Eh/bohr) | Kohn-Sham gap (eV) |
| --- | --- | --- | --- |
| 1 | -4.71 | 0.05657 | 7.1 |
| 2 | -7.96 | 0.11005 | 8.7 |